## one
7
Properties=species:S:1:pos:R:3:mulliken_charge:R:1 method="wB97M-V/def2-TZVPD" homo_energy_ev=-8.55 orbital_gap_ev=7.68 charge=0
S 0.57066 -0.85905 -1.36806 0.401
O 0.58355 -0.61381 -2.76562 -0.439
N 0.66309 -0.78932 2.00511 -0.508
N -0.39919 0.19422 -0.75928 -0.292
N 0.06623 -0.05939 1.40235 0.453
C -0.52709 0.60823 0.52544 0.087
H -0.95724 1.51913 0.96007 0.297

=====

## two
7
Properties=species:S:1:pos:R:3:mulliken_charge:R:1 method="wB97M-V/def2-TZVPD" homo_energy_ev=-10.14 smiles=Sc1nnon1 orbital_gap_ev=10.19 charge=0
S -1.95648 -0.09380 -0.03081 -0.198
O 1.82178 0.58171 -0.03043 0.005
N 0.55906 -1.10939 0.08224 -0.202
N 0.57942 1.17472 0.02534 -0.266
N 1.74349 -0.75780 -0.01476 -0.034
C -0.22595 0.08503 -0.05229 0.526
H -2.08868 1.18420 0.40036 0.170

=====

Most stable = two

=====

## one
7
Properties=species:S:1:pos:R:3:mulliken_charge:R:1 method="wB97M-V/def2-TZVPD" homo_energy_ev=-10.02 orbital_gap_ev=10.68 charge=0
S 4.31770 0.96457 0.61871 -0.295
O 3.55358 -1.04581 -0.97163 -0.352
N -0.19501 -0.13320 -0.04584 -0.768
N 0.83129 -0.35974 0.56959 0.957
N 1.71111 -0.61809 1.20838 -0.476
C 3.95420 -0.17128 -0.34047 0.644
H -0.44578 -0.65781 -0.95672 0.290

=====

## two
7
Properties=species:S:1:pos:R:3:mulliken_charge:R:1 method="wB97M-V/def2-TZVPD" homo_energy_ev=-10.05 orbital_gap_ev=10.33 charge=0
S 3.44534 -0.03775 -0.60320 -0.319
O 1.75464 -0.38378 1.41573 -0.285
N 0.86107 1.69657 -0.70076 -0.748
N 0.07514 1.50169 0.16723 0.868
N -0.77268 1.28904 0.83802 -0.403
C 2.32026 -0.11630 0.46330 0.595
H 1.82836 1.93329 -0.68658 0.292

=====

Most stable = one

=====

## one
20
Properties=species:S:1:pos:R:3:mulliken_charge:R:1 method="wB97M-V/def2-TZVPD" homo_energy_ev="-7.68 / -7.68" orbital_gap_ev="8.07 / 8.07" charge=0
I -2.35122 1.60564 1.12546 -0.013
N 1.89606 -0.20533 0.05768 -0.530
C 0.53496 2.81872 1.52082 -1.074
C 0.17360 -2.53995 -0.06288 -1.358
C -1.01284 -1.18188 -1.75053 -1.480
C -0.35502 2.06465 0.52036 -0.514
C -0.35151 -1.06447 -0.34697 0.772
C 0.68444 -0.09553 -0.01750 0.175
H 0.76803 2.18680 2.40916 0.342
H -0.34270 -3.16149 -0.80461 0.331
H 1.18774 -2.65927 -0.10025 0.382
H -0.22962 2.54331 -0.43007 0.458
H 0.23622 3.83072 1.77409 0.342
H -1.57349 -2.03611 -1.95685 0.449
H -1.12530 -1.01285 0.38749 0.090
H -1.61019 -0.28787 -1.98732 0.284
H -0.30206 -2.96426 0.81819 0.331
H 1.55773 2.80658 1.18830 0.310
H 2.43851 0.65125 0.13699 0.279
H -0.22336 -1.29866 -2.48157 0.425

=====

## two
20
Properties=species:S:1:pos:R:3:mulliken_charge:R:1 method="wB97M-V/def2-TZVPD" homo_energy_ev=-9.48 smiles="[H]/N=C(/C(C)C)[C@H](C)I" orbital_gap_ev=9.88 charge=0
I 1.76398 -3.16371 0.16526 -0.002
N 0.18658 -0.92324 -1.54905 -0.563
C 0.23836 -0.51604 -0.43323 0.372
C -0.62583 1.70203 -1.04809 -1.438
C 2.07434 -0.19426 1.27913 -1.116
C 0.97708 -1.19449 0.79156 -0.471
C -0.71980 0.57593 0.00172 0.476
C -2.20332 0.08246 -0.03967 -1.458
H 0.41753 -1.41670 1.70597 0.428
H 0.33309 1.92691 -1.38489 0.440
H -2.98695 0.91388 -0.13744 0.322
H 1.59643 0.69196 1.56080 0.374
H -2.30517 -0.63902 0.73680 0.423
H -1.23929 1.48951 -1.94076 0.309
H 0.77532 -1.78463 -1.78443 0.227
H -0.46231 0.85916 0.97884 0.381
H 3.03700 0.06825 0.57261 0.257
H -1.21077 2.61550 -0.60824 0.326
H -2.28195 -0.54173 -1.02440 0.308
H 2.63569 -0.55177 2.15749 0.406

=====

Most stable = two

=====

## one
27
Properties=species:S:1:pos:R:3:mulliken_charge:R:1 method="wB97M-V/def2-TZVPD" homo_energy_ev=-12.15 smiles="CCON1C(C)=NC2=CN(N)C[N@@H+]21" orbital_gap_ev=8.68 charge=+1
O -1.74343 0.24717 1.14789 -0.349
N 2.68353 -0.86013 0.18879 0.222
N 3.68383 -1.76609 -0.26459 -0.671
N 0.52193 -0.00841 0.56373 0.170
N 0.83794 2.18416 -0.02402 -0.526
N -0.70473 0.52186 0.06121 -0.038
C 1.55671 1.11291 0.27403 0.107
C 2.75598 0.50972 0.11723 -0.197
C -2.36038 -1.48425 -0.56220 -0.775
C -0.40334 1.91458 0.00099 0.591
C 1.25309 -1.16079 -0.12195 -0.401
C -2.64852 -0.74528 0.67024 -0.287
C -1.49720 2.85556 -0.27856 -1.221
H 0.44158 -0.22793 1.55226 0.452
H 4.29546 -2.06261 0.45144 0.233
H -2.20208 -0.81426 -1.43063 0.243
H -1.89034 3.27428 0.61966 0.282
H -3.10800 -2.12489 -0.85693 0.492
H 1.06888 -1.10130 -1.16419 0.338
H -2.92423 -1.35673 1.58343 0.317
H 4.03301 -1.52617 -1.21976 0.249
H -2.25233 2.30280 -0.83757 0.303
H -3.67602 -0.25213 0.57850 0.277
H -1.29563 -2.01142 -0.42312 0.070
H -1.12415 3.63206 -0.83064 0.445
H 0.97178 -2.14970 0.35424 0.312
H 3.72663 1.09697 -0.14951 0.359

=====

## two
27
Properties=species:S:1:pos:R:3:mulliken_charge:R:1 method="wB97M-V/def2-TZVPD" homo_energy_ev=-13.64 orbital_gap_ev=7.57 charge=+1
O 0.98256 -3.04759 0.11566 -0.476
N -1.92963 -1.09859 0.72254 -0.298
N -2.69910 -0.37242 1.35337 -0.535
N -0.76651 -0.59960 0.28034 1.300
N 0.95525 0.88645 0.08164 0.069
N -0.04009 -1.15449 -0.55367 -0.499
C -1.44713 1.64736 1.13596 -0.512
C 1.11447 -0.32820 -0.64521 -0.296
C 0.05066 2.18953 -1.88114 -0.908
C -0.01348 -4.08416 0.45232 -0.549
C -0.22418 0.70188 0.91496 0.189
C -2.61375 1.03909 1.32694 -0.424
C 0.96656 2.11191 -0.74827 -0.752
H -0.13541 3.29347 -1.98212 0.284
H 0.31752 1.85032 -2.87104 0.393
H -0.01316 0.57199 2.01126 0.229
H 1.03991 2.96378 -0.08881 0.497
H 1.02403 -3.05494 -0.85725 0.341
H 1.98256 2.12799 -1.18888 0.404
H -0.88849 1.63832 -1.62655 0.262
H -1.30410 2.71857 1.09705 0.454
H 1.24667 -0.22978 -1.87481 0.318
H -0.95756 -3.73666 -0.07504 0.272
H 2.06924 -0.77381 -0.32625 0.264
H 0.34032 -5.05999 0.00575 0.276
H -3.48477 1.61392 1.59994 0.457
H -0.11530 -4.15343 1.48150 0.239

=====

Most stable = one

=====

## one
13
Properties=species:S:1:pos:R:3:mulliken_charge:R:1 method="wB97M-V/def2-TZVPD" homo_energy_ev="-9.49 / -9.49" orbital_gap_ev="8.05 / 8.05" charge=0
Br 2.80138 -1.08063 -0.34306 0.031
Cl 2.40629 2.38144 -0.21117 -0.444
O 0.80541 0.01041 1.34760 -0.292
C -0.04139 -0.07560 0.14504 1.823
C -0.84540 1.14325 -0.20115 -1.324
C 1.40580 -0.02832 0.18371 -0.658
C -0.71827 -1.41784 0.00703 -1.313
H -0.31361 2.03983 0.09680 0.454
H -1.44862 -1.38899 -0.79643 0.336
H -1.00334 1.17142 -1.27847 0.308
H -1.23368 -1.64312 0.94218 0.307
H -1.81393 1.10163 0.29532 0.339
H -0.00064 -2.21348 -0.18739 0.433

=====

## two
13
Properties=species:S:1:pos:R:3:mulliken_charge:R:1 method="wB97M-V/def2-TZVPD" homo_energy_ev="-8.78 / -9.15" orbital_gap_ev="8.68 / 7.73" charge=0
Br 2.14187 1.39482 0.06797 -0.041
Cl 2.19388 -1.55168 0.55460 -0.091
O -0.11100 -1.71742 -1.06965 -0.529
C -0.62995 0.68962 -1.58803 -1.190
C 0.12564 -0.55224 -0.88012 0.746
C 1.33244 -0.27918 -0.15735 0.015
C -0.54489 -0.25348 2.00222 -1.025
H -0.18186 0.97900 -2.49730 0.388
H -0.35488 0.78549 2.01796 0.387
H -0.78230 1.59109 -0.99321 0.357
H -1.47727 -0.73965 1.70359 0.313
H -0.01448 -0.71556 2.73142 0.377
H -1.69719 0.36919 -1.89210 0.293

=====

Most stable = one

=====

## one
9
Properties=species:S:1:pos:R:3:mulliken_charge:R:1 method="wB97M-V/def2-TZVPD" homo_energy_ev="-7.72 / -7.72" orbital_gap_ev="7.85 / 7.85" charge=0
P 1.28534 0.67684 -1.20860 0.028
O 1.34878 -0.56537 -0.15098 -0.284
N 0.01158 1.38431 -0.69227 0.039
C 0.20883 -1.21233 0.40184 -0.465
C -1.15841 1.56604 -0.42767 -0.145
H 0.17981 -1.08123 1.58356 0.211
H 0.33236 -2.26913 0.05894 0.220
H -1.34993 2.31737 0.31932 0.180
H -0.85835 -0.81650 0.11585 0.215

=====

## two
9
Properties=species:S:1:pos:R:3:mulliken_charge:R:1 method="wB97M-V/def2-TZVPD" homo_energy_ev=-9.58 smiles="C1=NOPC1" orbital_gap_ev=10.50 charge=0
P 0.96038 -1.21684 0.42905 0.099
O 1.33328 0.26380 1.12923 -0.235
N 0.46635 1.29075 0.82411 -0.267
C -0.25509 -0.36289 -0.72124 -0.589
C -0.34654 1.00010 -0.08815 -0.059
H -0.04645 -1.58105 1.36369 0.033
H -1.05111 1.74565 -0.41023 0.380
H -1.21598 -0.87290 -0.79354 0.331
H 0.15514 -0.26662 -1.73290 0.306

=====

## three
9
Properties=species:S:1:pos:R:3:mulliken_charge:R:1 method="wB97M-V/def2-TZVPD" homo_energy_ev=-10.46 orbital_gap_ev=9.32 charge=0
P 0.20319 -0.05316 1.02809 0.562
O 0.75244 1.49350 0.83208 -0.488
N -3.41896 -0.10610 0.44866 -0.362
C -2.30951 0.15335 0.51998 -0.147
C 0.88754 -0.76914 -0.54604 -0.869
H 1.66347 -1.42377 -0.17198 0.295
H 0.06046 -1.29267 -0.99148 0.303
H 0.74574 2.17771 0.14584 0.361
H 1.41565 -0.17973 -1.26514 0.344

=====

Most stable = two